# 1
# C31H26O4P

3 unconnected molecules or ions with the total composition C31H26O4P in a non-equilibrium geometry (the ωB97M-V functional and the def2-TZVPD basis, OMol25).

CARTESIAN COORDINATES (ANGSTROEM)
C1 -3.780 3.007 -3.909
C2 -4.639 3.516 -2.988
P1 -6.541 3.670 -3.353
C3 -7.127 1.870 -3.205
H1 -3.000 3.586 -4.404
H2 -3.912 1.976 -4.244
H3 -4.361 3.883 -1.997
H4 -6.816 3.874 -1.900
H5 -5.928 5.031 -3.432
H6 -6.241 3.513 -4.790
H7 -7.881 4.174 -3.694
H8 -8.082 1.843 -2.671
H9 -6.391 1.353 -2.578
H10 -7.216 1.381 -4.177
C4 -2.996 -0.034 -1.806
C5 -3.328 -0.737 -2.957
C6 -2.343 -1.373 -3.692
C7 -1.016 -1.303 -3.286
C8 -0.680 -0.579 -2.136
C9 -1.675 0.048 -1.397
C10 0.731 -0.447 -1.699
O1 1.041 0.171 -0.699
C11 1.784 -1.101 -2.534
C12 3.119 -0.954 -2.174
C13 4.109 -1.561 -2.927
C14 3.770 -2.324 -4.039
C15 2.443 -2.471 -4.403
C16 1.446 -1.854 -3.657
C17 0.020 -2.006 -4.085
O2 -0.262 -2.681 -5.053
H11 -3.771 0.465 -1.240
H12 -4.360 -0.779 -3.279
H13 -2.586 -1.925 -4.590
H14 -1.402 0.603 -0.510
H15 3.362 -0.360 -1.303
H16 5.148 -1.442 -2.647
H17 4.546 -2.802 -4.624
H18 2.159 -3.057 -5.266
C18 3.324 -2.601 8.033
C19 2.282 -3.267 7.396
C20 1.851 -2.852 6.148
C21 2.456 -1.762 5.533
C22 3.489 -1.084 6.178
C23 3.926 -1.513 7.427
C24 4.131 0.113 5.559
O3 5.036 0.695 6.122
C25 3.618 0.565 4.237
C26 4.163 1.706 3.661
C27 3.710 2.140 2.426
C28 2.717 1.435 1.756
C29 2.167 0.299 2.327
C30 2.609 -0.136 3.570
C31 1.983 -1.345 4.177
O4 1.121 -1.971 3.602
H19 3.663 -2.932 9.006
H20 1.806 -4.113 7.876
H21 1.046 -3.360 5.634
H22 4.734 -0.979 7.907
H23 4.938 2.241 4.193
H24 4.133 3.032 1.981
H25 2.364 1.764 0.788
H26 1.392 -0.249 1.809

ΔE to the lowest compared entry with this formula, charge and spin (kJ/mol): 0.00
Total charge: -1
E_tot (eV): -50044.0159
HOMO energy (Ha): -0.1156
Max |F| (eV/Å): 1.7

=====

# 2
# C31H27BrHoIOP

A molecular structure, C31H27BrHoIOP in a non-equilibrium geometry (the ωB97M-V functional and the def2-TZVPD basis, OMol25).

CARTESIAN COORDINATES (ANGSTROEM)
Ho1 11.515 8.274 11.187
O1 10.597 6.231 10.096
C1 10.219 7.316 9.629
C2 9.233 7.496 8.608
C3 8.692 6.466 7.889
C4 7.619 6.715 7.087
C5 7.037 7.992 7.165
C6 7.497 8.994 7.971
C7 8.639 8.751 8.728
P1 9.577 9.851 9.801
C8 8.751 9.647 11.427
C9 8.019 8.544 11.807
C10 7.756 8.333 13.153
C11 8.257 9.158 14.142
C12 8.986 10.287 13.734
C13 9.282 10.534 12.413
C14 9.207 11.607 9.365
C15 10.343 12.292 8.918
C16 10.278 13.626 8.493
C17 9.075 14.298 8.562
C18 7.923 13.622 9.024
C19 7.981 12.288 9.357
H1 9.132 5.489 7.953
H2 7.175 5.950 6.419
H3 6.191 8.244 6.543
H4 6.977 9.926 8.096
H5 7.709 7.801 11.101
H6 7.244 7.426 13.413
H7 8.129 8.945 15.191
H8 9.325 10.991 14.492
H9 9.802 11.433 12.113
H10 11.286 11.756 8.833
H11 11.177 14.082 8.157
H12 8.979 15.320 8.247
H13 6.973 14.134 9.067
H14 7.036 11.721 9.614
C20 16.707 9.827 9.235
C21 16.011 8.615 9.829
C22 16.086 7.450 8.833
C23 16.720 8.182 11.121
C24 14.612 8.920 10.151
C25 13.439 9.126 10.449
H15 17.735 9.522 9.144
H16 16.574 10.668 9.931
H17 16.266 10.100 8.245
H18 17.140 7.245 8.621
H19 15.620 7.694 7.857
H20 15.616 6.506 9.199
H21 17.766 8.020 10.901
H22 16.276 7.223 11.494
H23 16.678 8.993 11.901
Br1 13.038 9.130 13.809
C26 12.744 8.217 15.420
C27 13.281 8.765 16.595
C28 13.192 8.101 17.799
C29 12.585 6.859 17.819
C30 11.994 6.317 16.706
C31 12.043 7.040 15.494
I1 10.959 6.182 13.895
H24 13.753 9.752 16.592
H25 13.614 8.485 18.678
H26 12.611 6.347 18.794
H27 11.385 5.414 16.771

2S+1: 5
ΔE to the lowest compared entry with this formula, charge and spin (kJ/mol): 0.00
Total charge: +1
E_tot (eV): -147855.0646
HOMO energy (spin up / spin down) (Ha): -0.3919 / -0.3936
Max |F| (eV/Å): 1.9
<S²>: 6.01

=====

# 3
# C31H27N6O2RbS3

A molecular structure, C31H27N6O2RbS3 in a non-equilibrium geometry (the ωB97M-V functional and the def2-TZVPD basis, OMol25).

CARTESIAN COORDINATES (ANGSTROEM)
Rb1 -0.043 1.267 0.203
C1 5.569 2.202 1.684
C2 4.373 1.294 1.791
N1 3.676 1.025 0.690
N2 3.947 1.576 -0.474
C3 3.683 0.778 -1.617
S1 2.341 0.058 -2.195
S2 5.265 0.484 -2.402
C4 5.652 -1.285 -2.066
C5 4.869 -2.299 -2.897
C6 4.450 -1.991 -4.247
C7 3.455 -2.711 -4.888
C8 2.920 -3.870 -4.276
C9 3.413 -4.296 -3.052
C10 4.360 -3.546 -2.343
C11 4.004 0.431 2.934
C12 4.958 -0.115 3.733
C13 4.619 -1.124 4.684
C14 3.261 -1.382 5.000
C15 2.317 -0.912 4.176
C16 2.603 0.048 3.037
O1 1.750 0.423 2.192
H1 6.355 1.892 2.347
H2 5.399 3.317 1.736
H3 5.911 2.040 0.566
H4 5.498 -1.489 -1.021
H5 6.731 -1.438 -2.281
H6 4.837 -1.065 -4.710
H7 3.070 -2.333 -5.767
H8 2.101 -4.417 -4.727
H9 3.084 -5.304 -2.624
H10 4.491 -3.735 -1.287
H11 5.972 0.229 3.750
H12 5.420 -1.693 5.117
H13 3.013 -1.928 5.923
H14 1.211 -1.158 4.276
S3 -6.090 7.028 0.778
N3 -6.268 5.373 0.914
C17 -4.977 4.893 0.826
C18 -4.646 3.500 0.823
C19 -5.538 2.414 1.233
C20 -5.120 1.119 1.090
C21 -3.859 0.901 0.468
N4 -2.950 1.856 0.154
C22 -3.338 3.108 0.414
C23 -2.367 4.165 0.093
N5 -1.120 3.712 -0.279
C24 -0.223 4.603 -0.647
C25 -0.466 6.003 -0.769
C26 -1.724 6.478 -0.481
C27 -2.661 5.535 0.051
C28 -4.016 5.916 0.451
N6 -4.472 7.178 0.449
H15 -6.572 2.668 1.512
H16 -5.638 0.242 1.389
H17 -3.502 -0.142 0.286
H18 0.717 4.256 -1.012
H19 0.271 6.588 -1.286
H20 -2.021 7.549 -0.565
C29 -5.484 -4.621 -0.860
C30 -6.355 -5.713 -0.351
C31 -6.544 -6.984 -1.027
O2 -6.813 -5.318 0.857
H21 -4.979 -4.031 -0.058
H22 -5.960 -3.986 -1.711
H23 -4.722 -5.065 -1.481
H24 -7.421 -6.052 1.286
H25 -7.154 -7.689 -0.472
H26 -5.598 -7.543 -0.978
H27 -6.928 -6.914 -2.059

ΔE to the lowest compared entry with this formula, charge and spin (kJ/mol): 207.48
Total charge: -2
E_tot (eV): -78777.3563
HOMO energy (spin up / spin down) (Ha): -0.0150 / -0.0150
Max |F| (eV/Å): 4.8

=====

# 4
# C31H28BN7O6PtSe

A molecular structure, C31H28BN7O6PtSe in a non-equilibrium geometry (the ωB97M-V functional and the def2-TZVPD basis, OMol25).

CARTESIAN COORDINATES (ANGSTROEM)
Pt1 -0.769 0.561 0.224
C1 3.501 -2.623 0.048
C2 2.966 -1.240 0.126
C3 3.640 -0.044 0.048
C4 2.665 0.968 0.156
N1 1.459 0.380 0.279
N2 1.660 -0.949 0.270
B1 0.510 -1.945 0.485
N3 0.030 -1.783 1.939
N4 -0.427 -0.603 2.322
C5 -0.976 -0.747 3.540
C6 -0.828 -2.095 3.934
C7 -0.193 -2.722 2.885
C8 0.165 -4.143 2.683
C9 -1.509 0.355 4.302
C10 -2.129 0.116 5.537
C11 -2.533 1.166 6.333
C12 -2.331 2.475 5.915
C13 -1.766 2.724 4.670
C14 -1.364 1.679 3.863
N5 0.660 -1.706 -2.574
N6 0.231 -0.589 -2.949
C15 -0.878 -0.759 -3.771
C16 -1.156 -2.132 -3.802
C17 -0.184 -2.720 -2.999
C18 -0.019 -4.105 -2.583
C19 -1.449 0.329 -4.494
C20 -1.253 1.657 -4.078
C21 -1.755 2.696 -4.832
C22 -2.449 2.441 -6.009
C23 -2.656 1.129 -6.425
C24 -2.170 0.082 -5.677
C25 2.970 2.392 0.149
C26 1.998 3.385 0.280
C27 2.330 4.723 0.185
C28 3.647 5.110 0.000
C29 4.634 4.139 -0.070
C30 4.303 2.802 -0.002
H1 4.581 -2.595 -0.074
H2 3.057 -3.141 -0.799
H3 3.260 -3.184 0.949
H4 4.698 0.072 -0.063
H5 0.853 -3.048 0.257
H6 -1.132 -2.549 4.855
H7 -0.022 -4.706 3.592
H8 1.210 -4.246 2.398
H9 -0.445 -4.543 1.871
H10 -2.303 -0.897 5.862
H11 -3.001 0.971 7.287
H12 -2.621 3.296 6.554
H13 -1.635 3.742 4.334
H14 -0.937 1.872 2.887
H15 -1.987 -2.622 -4.261
H16 -0.463 -4.781 -3.308
H17 -0.576 -4.243 -1.639
H18 1.021 -4.352 -2.388
H19 -0.727 1.845 -3.154
H20 -1.604 3.713 -4.503
H21 -2.829 3.258 -6.604
H22 -3.197 0.933 -7.338
H23 -2.315 -0.936 -6.004
H24 0.975 3.110 0.460
H25 1.553 5.469 0.247
H26 3.908 6.154 -0.086
H27 5.669 4.424 -0.188
H28 5.095 2.074 -0.068
O1 -0.946 2.417 0.574
O2 -1.053 2.825 -0.672
O3 -1.603 -3.954 -0.038
Se1 -2.155 -2.468 -0.141
O4 -2.758 -1.943 1.205
O5 -0.608 -1.466 -0.355
O6 -2.954 -2.200 -1.453
N7 -3.848 0.727 -0.145
C31 -2.734 0.570 0.043

2S+1: 5
E_tot (eV): -124576.9209
HOMO energy (spin up / spin down) (Ha): -0.2815 / -0.2985
Max |F| (eV/Å): 2.5
<S²>: 6.07

=====

# 5
# C31H28BrF2N3O5Pd

A molecular structure, C31H28BrF2N3O5Pd in a non-equilibrium geometry (the ωB97M-V functional and the def2-TZVPD basis, OMol25).

CARTESIAN COORDINATES (ANGSTROEM)
Pd1 0.630 0.790 -3.151
F1 1.230 1.671 4.514
C1 0.791 0.642 3.764
C2 0.917 0.722 2.409
C3 0.426 -0.298 1.594
C4 0.529 -0.156 0.137
O1 1.032 0.827 -0.404
C5 -0.053 -1.263 -0.594
C6 -0.637 -2.307 0.035
N1 -0.689 -2.431 1.382
C7 -1.360 -3.575 1.969
C8 -0.549 -4.586 2.728
C9 -1.118 -4.933 1.386
C10 -0.185 -1.410 2.186
C11 -0.283 -1.481 3.580
C12 0.189 -0.461 4.390
N2 0.050 -0.576 5.794
C13 -1.272 -0.829 6.353
C14 -1.132 -1.875 7.465
N3 0.267 -1.763 8.029
C15 0.687 -0.323 8.125
C16 0.869 0.225 6.701
C17 0.006 -1.070 -2.057
O2 -0.936 -0.529 -2.698
O3 1.162 -1.103 -2.642
H1 1.367 1.595 1.954
H2 -1.100 -3.115 -0.514
H3 -2.359 -3.353 2.324
H4 -0.995 -5.030 3.608
H5 0.519 -4.419 2.776
H6 -1.964 -5.602 1.336
H7 -0.416 -5.020 0.568
H8 -0.720 -2.356 4.038
H9 -1.946 -1.203 5.588
H10 -1.715 0.092 6.746
H11 -1.243 -2.893 7.099
H12 -1.827 -1.710 8.285
H13 0.907 -2.243 7.395
H14 0.324 -2.224 8.937
H15 1.603 -0.263 8.706
H16 -0.105 0.186 8.671
H17 1.911 0.147 6.399
H18 0.603 1.283 6.715
F2 1.451 5.640 -5.529
C18 1.727 4.482 -5.029
C19 1.856 3.397 -5.933
C20 2.159 2.186 -5.428
C21 2.377 2.026 -4.001
C22 2.810 0.825 -3.481
C23 2.274 3.189 -3.134
C24 1.952 4.397 -3.642
H19 1.676 3.576 -6.984
H20 2.251 1.318 -6.067
H21 3.130 0.751 -2.448
H22 2.998 -0.028 -4.120
H23 2.443 3.048 -2.073
H24 1.829 5.285 -3.038
Br1 -3.156 -0.354 -9.350
C25 -2.437 0.607 -7.901
C26 -1.617 -0.040 -6.993
C27 -1.095 0.666 -5.920
C28 -1.369 2.022 -5.755
C29 -2.192 2.653 -6.689
C30 -2.735 1.953 -7.752
C31 -0.830 2.900 -4.670
O4 -0.889 4.114 -4.798
O5 -0.371 2.422 -3.526
H25 -1.395 -1.091 -7.118
H26 -0.479 0.122 -5.220
H27 -2.404 3.706 -6.564
H28 -3.382 2.447 -8.464

ΔE to the lowest compared entry with this formula, charge and spin (kJ/mol): 201.66
Total charge: +2
E_tot (eV): -126249.4275
HOMO energy (Ha): -0.4562
Max |F| (eV/Å): 1.5

=====

# 6
# C31H28Cl3GeHgN6O5

A molecular structure, C31H28Cl3GeHgN6O5 (the ωB97M-V functional and the def2-TZVPD basis, OMol25).

CARTESIAN COORDINATES (ANGSTROEM)
Hg1 2.318 0.769 0.500
O1 2.633 1.620 -3.721
C1 2.431 1.635 -2.496
N1 2.874 0.735 -1.626
C2 3.633 -0.323 -2.253
C3 3.858 -1.550 -1.407
C4 4.403 -2.693 -1.995
C5 4.610 -3.812 -1.216
C6 4.274 -3.768 0.134
C7 3.745 -2.594 0.634
N2 3.544 -1.516 -0.124
C8 1.589 2.761 -1.938
C9 1.231 3.807 -2.778
C10 0.430 4.815 -2.273
C11 0.012 4.741 -0.953
C12 0.425 3.665 -0.186
N3 1.201 2.699 -0.670
H1 4.615 0.050 -2.574
H2 3.132 -0.637 -3.175
H3 4.642 -2.690 -3.051
H4 5.025 -4.713 -1.650
H5 4.419 -4.623 0.780
H6 3.465 -2.486 1.676
H7 1.587 3.793 -3.798
H8 0.137 5.650 -2.898
H9 -0.609 5.505 -0.506
H10 0.130 3.584 0.850
C13 -0.750 1.046 -3.517
O2 -0.464 0.516 -2.230
C14 0.030 -0.745 -2.163
C15 0.367 -1.513 -3.271
C16 0.815 -2.818 -3.098
C17 0.914 -3.371 -1.833
C18 0.580 -2.602 -0.727
C19 0.160 -1.294 -0.881
N4 -0.104 -0.454 0.250
N5 -0.818 -1.047 1.081
C20 -1.244 -0.447 2.266
C21 -0.882 0.805 2.792
O3 0.031 1.594 2.260
C22 -1.577 1.253 3.964
C23 -2.504 0.492 4.595
C24 -2.848 -0.799 4.120
C25 -3.810 -1.593 4.782
C26 -4.156 -2.822 4.297
C27 -3.545 -3.290 3.118
C28 -2.613 -2.538 2.457
C29 -2.226 -1.263 2.944
H11 0.164 1.167 -4.103
H12 -1.195 2.022 -3.335
H13 -1.467 0.410 -4.043
H14 0.290 -1.098 -4.265
H15 1.086 -3.401 -3.969
H16 1.268 -4.386 -1.702
H17 0.669 -2.993 0.279
H18 -1.385 2.258 4.315
H19 -3.011 0.879 5.472
H20 -4.271 -1.201 5.682
H21 -4.896 -3.427 4.804
H22 -3.823 -4.258 2.721
H23 -2.165 -2.905 1.547
Cl1 2.652 3.471 2.123
Ge1 1.074 2.686 3.584
Cl2 -0.373 4.518 3.287
Cl3 2.657 -0.014 2.746
N6 -2.315 2.076 0.075
C30 -3.555 1.497 0.568
C31 -4.059 0.383 -0.349
O4 -5.128 -0.149 -0.205
O5 -3.218 0.058 -1.329
H24 -2.344 3.085 0.056
H25 -2.449 0.670 -1.248
H26 -1.496 1.807 0.610
H27 -4.350 2.242 0.613
H28 -3.469 1.070 1.571

ΔE to the lowest compared entry with this formula, charge and spin (kJ/mol): 0.00
Total charge: -1
E_tot (eV): -150044.8732
HOMO energy (Ha): -0.1997
Max |F| (eV/Å): 0.1